C29H33BN11O5S3Sn | ωB97M-V with the def2-TZVPD basis set

Values from the calculation:
multiplicity	2
Kohn-Sham gap (alpha / beta)	8.4 / 6.1	eV
energy relative to the best compared isomer or geometry (same formula, charge and spin)	0.0	kcal/mol

CARTESIAN COORDINATES (ANGSTROEM)
Sn1 0.101 2.226 -0.803
C1 0.304 1.992 3.736
C2 0.873 1.900 2.475
N1 -0.090 1.880 1.543
N2 -1.285 1.869 2.207
C3 -1.045 1.966 3.510
B1 -2.630 2.198 1.377
N3 -2.806 1.142 0.256
C4 -3.926 0.542 -0.134
C5 -3.618 -0.169 -1.307
C6 -2.294 0.047 -1.548
N4 -1.799 0.856 -0.571
N5 -2.404 3.596 0.698
C7 -2.986 4.767 0.964
C8 -2.424 5.735 0.138
C9 -1.551 5.037 -0.652
N6 -1.527 3.716 -0.338
N7 -3.812 2.082 2.296
C10 -4.129 1.019 3.098
C11 -5.429 1.191 3.489
C12 -5.833 2.409 2.926
N8 -4.849 2.940 2.208
H1 0.833 1.997 4.678
H2 1.926 1.857 2.224
H3 -1.847 2.036 4.229
H4 -4.830 0.576 0.396
H5 -4.239 -0.784 -1.948
H6 -1.619 -0.270 -2.324
H7 -3.808 4.863 1.642
H8 -2.678 6.776 0.033
H9 -0.970 5.366 -1.507
H10 -3.407 0.226 3.358
H11 -5.975 0.573 4.167
H12 -6.798 2.899 2.994
O1 5.521 -0.207 -0.261
S1 4.420 0.823 -0.395
C13 5.373 2.327 -0.801
C14 5.482 2.385 -2.350
C15 5.000 1.094 -2.932
C16 3.818 0.642 -2.075
H13 6.263 2.158 -0.209
H14 4.825 3.204 -0.484
H15 6.528 2.625 -2.655
H16 4.854 3.210 -2.709
H17 5.773 0.361 -2.874
H18 4.731 1.266 -3.977
H19 3.566 -0.424 -2.221
H20 2.940 1.271 -2.224
O2 2.041 6.483 -2.082
S2 1.998 5.045 -1.974
O3 0.729 4.396 -2.363
O4 3.140 4.314 -2.471
S3 2.191 4.645 0.114
C17 -1.810 -3.730 2.600
C18 -1.427 -4.458 1.359
C19 -0.530 -5.553 1.429
C20 -0.007 -6.093 0.265
C21 -0.345 -5.546 -0.973
N9 0.368 -5.963 -2.119
C22 0.838 -5.135 -3.088
O5 1.110 -5.563 -4.206
N10 1.001 -3.797 -2.819
C23 1.407 -3.160 -1.630
C24 2.079 -3.791 -0.589
C25 2.493 -3.007 0.488
C26 2.174 -1.646 0.505
N11 1.484 -1.058 -0.486
C27 1.159 -1.806 -1.524
C28 -1.308 -4.532 -1.046
C29 -1.850 -3.985 0.095
H21 -0.874 -3.421 3.151
H22 -2.430 -4.326 3.275
H23 -2.385 -2.838 2.351
H24 -0.259 -5.958 2.397
H25 0.675 -6.940 0.318
H26 0.404 -6.926 -2.353
H27 1.128 -3.315 -3.710
H28 2.354 -4.864 -0.597
H29 3.052 -3.448 1.306
H30 2.447 -1.068 1.374
H31 0.581 -1.374 -2.345
H32 -1.575 -4.172 -2.017
H33 -2.580 -3.204 0.027

---

C41H37CoF5P2S | ωB97M-V with the def2-TZVPD basis set

Values from the calculation:
multiplicity	4
Kohn-Sham gap (alpha / beta)	5.4 / 5.7	eV

CARTESIAN COORDINATES (ANGSTROEM)
Co1 -0.262 1.383 -3.455
C1 -1.841 0.959 -5.610
C2 -1.994 -0.379 -5.470
C3 -1.302 -1.324 -6.458
C4 0.070 -0.847 -6.975
C5 0.980 -0.100 -6.016
C6 1.093 1.250 -6.016
C7 0.126 2.133 -6.812
C8 -1.309 1.594 -6.858
C9 1.698 0.032 0.119
H1 -2.326 1.683 -4.907
H2 -2.766 -0.833 -4.773
H3 -2.051 -1.517 -7.258
H4 -1.175 -2.298 -5.912
H5 0.566 -1.803 -7.194
H6 -0.037 -0.288 -7.937
H7 1.725 -0.752 -5.549
H8 2.013 1.754 -5.696
H9 0.573 2.135 -7.865
H10 0.176 3.184 -6.436
H11 -1.889 2.526 -7.026
H12 -1.419 0.926 -7.725
H13 0.701 0.734 0.069
H14 2.550 0.324 0.932
H15 1.250 -1.023 0.155
P1 -1.637 -0.839 -2.213
P2 2.065 0.030 -1.614
C10 -0.235 -1.311 -3.193
C11 0.988 -0.630 -2.957
C12 -2.512 -2.346 -1.770
C13 -2.859 -3.297 -2.741
C14 -3.613 -4.410 -2.382
C15 -3.956 -4.610 -1.055
C16 -3.671 -3.641 -0.094
C17 -2.971 -2.514 -0.456
C18 -2.775 0.511 -2.758
C19 -2.259 1.833 -2.605
C20 -3.051 2.967 -2.719
C21 -4.414 2.810 -2.929
C22 -4.957 1.519 -2.952
C23 -4.180 0.366 -2.843
C24 3.460 -1.077 -1.706
C25 3.227 -2.398 -1.248
C26 4.304 -3.214 -0.958
C27 5.601 -2.757 -1.181
C28 5.817 -1.445 -1.654
C29 4.742 -0.620 -1.931
C30 2.319 1.700 -2.205
C31 2.319 2.764 -1.259
C32 2.645 4.048 -1.674
C33 3.040 4.288 -3.002
C34 3.078 3.213 -3.917
C35 2.815 1.901 -3.505
H16 -0.211 -2.216 -3.797
H17 1.704 -0.754 -3.741
H18 -2.612 -3.101 -3.776
H19 -3.951 -5.104 -3.145
H20 -4.518 -5.486 -0.775
H21 -4.020 -3.767 0.922
H22 -2.804 -1.671 0.201
H23 -1.177 2.539 -2.582
H24 -2.508 3.918 -2.657
H25 -5.035 3.696 -3.029
H26 -6.046 1.417 -3.034
H27 -4.596 -0.644 -2.800
H28 2.220 -2.724 -1.042
H29 4.141 -4.215 -0.515
H30 6.454 -3.400 -0.971
H31 6.820 -1.069 -1.756
H32 4.872 0.398 -2.269
H33 2.104 2.533 -0.238
H34 2.605 4.891 -0.967
H35 3.351 5.291 -3.313
H36 3.346 3.447 -4.967
H37 3.016 1.067 -4.165
F1 -0.018 -0.347 6.034
C36 -0.307 -0.035 4.753
C37 -0.487 1.294 4.347
F2 -0.331 2.259 5.266
C38 -0.876 1.633 3.044
F3 -0.973 2.939 2.738
C39 -1.099 0.670 2.019
S1 -1.395 0.936 0.357
C40 -0.852 -0.666 2.466
F4 -0.746 -1.676 1.545
C41 -0.497 -1.020 3.775
F5 -0.365 -2.318 4.133

---

C2H2BrF3 | ωB97M-V with the def2-TZVPD basis set

Values from the calculation:
structure (SMILES)	FC(F)[C@@H](F)Br
multiplicity	1
Kohn-Sham gap	11.4	eV
energy relative to the best compared isomer or geometry (same formula, charge and spin)	36.3	kcal/mol

CARTESIAN COORDINATES (ANGSTROEM)
F1 -0.458 -2.236 -0.613
C1 -0.377 -0.917 -0.436
F2 -1.661 -0.640 0.001
C2 0.870 -0.432 0.807
F3 1.342 -1.502 1.470
Br1 2.310 0.392 -0.250
H1 -0.009 -0.560 -1.461
H2 0.365 0.432 1.308